ORCA calculation (the ωB97M-V functional and the def2-TZVPD basis) on 2 unconnected molecules or ions with the total composition C7H11N2 at a distorted geometry.

Properties
net charge = +1
E = -10405.361 eV
strongest force on any atom = 5.166 eV/Å
relative energy (zero: lowest compared OMol25 entry of this formula, charge and spin) = 146.62 kcal per mole
HOMO level (alpha / beta) = -10.714 / -12.653 eV

Bonds (Å) are listed after each position.
Atoms and positions in Å:
1 C -2.742 1.395 -0.151  C2 1.366, N8 1.404, H10 1.061
2 C -1.586 1.062 -0.798  C1 1.366, N9 1.447, H11 1.135
3 C -2.061 -0.590 0.602  N8 1.348, N9 1.324, H12 1.077
4 C 3.803 0.746 0.059  C5 1.289, H13 1.074, H14 1.095
5 C 2.921 1.430 0.704  C4 1.289, H15 1.038
6 C 0.638 -1.906 -0.087  C7 1.480, H16 1.034, H17 1.197, H18 1.002
7 C 0.143 -0.602 -0.584  C6 1.480, N9 1.380, H19 1.099
8 N -3.064 0.307 0.675  C1 1.404, C3 1.348, H20 0.980
9 N -1.143 -0.212 -0.274  C2 1.447, C3 1.324, C7 1.380
10 H -3.366 2.252 -0.165  C1 1.061
11 H -0.937 1.588 -1.567  C2 1.135
12 H -1.790 -1.460 1.177  C3 1.077
13 H 4.709 1.122 -0.380  C4 1.074
14 H 3.621 -0.317 -0.126  C4 1.095
15 H 2.226 2.044 1.169  C5 1.038
16 H 1.038 -1.741 0.853  C6 1.034
17 H -0.298 -2.650 -0.039  C6 1.197
18 H 1.357 -2.196 -0.721  C6 1.002
19 H 0.329 -0.448 -1.656  C7 1.099
20 H -3.797 0.176 1.312  N8 0.980

Results of the natural (NBO) charge analysis, in e, for atoms 1 through 5: atom 1 (C): -0.03, atom 2 (C): -0.05, atom 3 (C): 0.25, atom 4 (C): -0.49, atom 5 (C): -0.13